(1)
Here is a structure of composition C45H77AsHgN3OP2S2Si3 from the Open Molecules 2025 dataset. Energies are from wB97M-V/def2-TZVPD.

```
! RIJCOSX wB97M-V def2-TZVPD def2/J DEFGRID3
* xyz 0 2
Hg -0.814 -0.529 0.369
C 0.094 1.375 -4.820
C -0.850 1.204 -3.633
C -1.188 2.572 -3.044
P -0.378 0.008 -2.280
C -0.975 -1.628 -2.935
C -0.569 -2.058 -4.341
C -2.501 -1.660 -2.803
C 1.433 -0.141 -2.146
C 2.206 -0.476 -3.266
C 3.553 -0.767 -3.190
C 4.147 -0.787 -1.933
C 3.422 -0.443 -0.815
C 2.069 -0.033 -0.872
N 1.389 0.379 0.250
C 2.008 1.048 1.269
C 3.225 1.760 1.083
C 3.838 2.476 2.085
C 3.279 2.537 3.358
C 2.071 1.898 3.556
C 1.407 1.178 2.557
P -0.216 0.441 2.940
C -1.439 1.811 2.663
C -2.849 1.339 3.016
C -1.125 3.188 3.241
C -0.158 0.082 4.779
C -0.505 1.191 5.777
C -1.029 -1.136 5.096
H -0.358 2.067 -5.536
H 0.301 0.445 -5.345
H 1.046 1.805 -4.500
H -1.787 0.765 -3.994
H -0.292 3.066 -2.667
H -1.882 2.480 -2.209
H -1.628 3.211 -3.815
H -0.559 -2.339 -2.212
H -0.963 -1.372 -5.093
H -0.989 -3.044 -4.561
H 0.511 -2.129 -4.462
H -2.974 -1.013 -3.548
H -2.821 -1.329 -1.811
H -2.876 -2.673 -2.969
H 1.733 -0.516 -4.235
H 4.113 -1.016 -4.082
H 5.186 -1.079 -1.824
H 3.904 -0.465 0.152
H 3.680 1.761 0.103
H 4.762 3.000 1.868
H 3.758 3.081 4.160
H 1.621 1.967 4.536
H -1.398 1.906 1.574
H -2.979 1.210 4.093
H -3.086 0.395 2.520
H -3.580 2.079 2.681
H -1.264 3.228 4.320
H -1.801 3.927 2.804
H -0.103 3.496 3.011
H 0.886 -0.208 4.932
H -1.565 1.441 5.730
H 0.058 2.111 5.637
H -0.304 0.828 6.788
H -2.090 -0.901 4.981
H -0.870 -1.449 6.131
H -0.803 -1.976 4.446
S 0.112 7.797 0.424
C -0.085 6.037 0.212
C -1.347 5.463 0.264
C -1.449 4.086 0.126
N -0.405 3.287 -0.074
C 0.798 3.850 -0.135
C 1.013 5.213 0.017
C 0.730 8.201 -1.199
C -0.091 8.122 -2.316
C 0.440 8.453 -3.552
N 1.696 8.859 -3.732
C 2.469 8.940 -2.654
C 2.039 8.621 -1.372
H -2.226 6.073 0.421
H -2.413 3.588 0.180
H 1.630 3.179 -0.304
H 2.016 5.618 -0.017
H -1.122 7.807 -2.223
H -0.177 8.396 -4.442
H 3.488 9.271 -2.817
H 2.711 8.699 -0.528
C 2.233 -5.764 2.602
Si 2.217 -4.042 1.859
C 3.885 -3.690 1.082
C 1.909 -2.815 3.237
As 0.596 -3.636 0.202
Si -1.341 -4.702 1.006
C -1.222 -6.571 1.157
C -2.749 -4.285 -0.159
C -1.739 -3.957 2.675
Si 1.241 -5.104 -1.525
C 2.458 -4.167 -2.595
C 2.040 -6.706 -0.956
C -0.276 -5.534 -2.547
H 2.961 -5.773 3.419
H 2.524 -6.532 1.885
H 1.264 -6.037 3.023
H 4.686 -4.052 1.731
H 4.012 -2.616 0.947
H 3.999 -4.161 0.105
H 2.811 -2.698 3.845
H 1.101 -3.143 3.893
H 1.646 -1.836 2.827
H -0.857 -7.035 0.239
H -2.215 -6.981 1.363
H -0.562 -6.871 1.971
H -2.687 -4.818 -1.109
H -2.759 -3.211 -0.362
H -3.697 -4.549 0.318
H -1.151 -4.413 3.476
H -2.797 -4.101 2.909
H -1.541 -2.884 2.663
H 3.468 -4.206 -2.182
H 2.184 -3.113 -2.680
H 2.492 -4.594 -3.602
H 3.033 -6.523 -0.540
H 2.159 -7.371 -1.817
H 1.445 -7.227 -0.205
H -0.902 -4.660 -2.734
H -0.890 -6.292 -2.056
H 0.041 -5.934 -3.514
C -5.721 0.254 -0.917
S -4.389 1.348 -1.419
C -5.279 2.891 -1.179
O -3.374 1.277 -0.332
H -6.570 0.362 -1.591
H -5.996 0.494 0.110
H -5.329 -0.760 -0.969
H -6.165 2.912 -1.813
H -4.607 3.700 -1.461
H -5.547 2.974 -0.125
*
```

Calculated values
* Kohn-Sham gap (spin up / spin down): 5.77 / 6.02 eV
* HOMO level (spin up / spin down): -0.203 / -0.232 Eh
* <S²>: 0.757

(2)
Here is a cluster of 12 separate species, C45H82BCl2O34 in total from the Open Molecules 2025 dataset. Energies are from wB97M-V/def2-TZVPD.

```
! RIJCOSX wB97M-V def2-TZVPD def2/J DEFGRID3
* xyz -2 2
O -0.365 3.910 -2.361
C -0.010 2.825 -1.862
O -0.767 1.947 -1.259
B 0.054 0.733 -0.963
O 1.405 1.031 -1.478
C 1.408 2.220 -2.035
O 2.377 2.785 -2.514
O -0.500 -0.472 -1.619
C -0.964 -1.274 -0.661
O -1.550 -2.416 -0.791
C -0.631 -0.640 0.745
O 0.078 0.477 0.496
O -0.977 -1.045 1.859
C -1.418 7.081 -1.767
Cl 0.209 7.070 -2.456
Cl -2.428 8.297 -2.680
H -1.844 6.086 -1.896
H -1.397 7.456 -0.744
C -3.842 -2.491 -3.830
C -3.580 -1.051 -3.427
O -4.887 -0.552 -3.087
C -5.677 0.180 -3.902
O -5.636 0.233 -5.129
O -6.468 0.885 -3.091
C -7.182 1.991 -3.590
H -4.387 -2.488 -4.774
H -4.353 -2.991 -3.008
H -2.920 -3.032 -4.043
H -3.096 -0.482 -4.220
H -2.929 -1.029 -2.553
H -6.665 2.552 -4.369
H -7.366 2.676 -2.763
H -8.140 1.696 -4.017
C 7.725 0.128 -5.094
C 8.339 1.391 -4.533
O 7.506 1.965 -3.553
C 7.198 3.269 -3.512
O 7.639 4.159 -4.226
O 6.259 3.552 -2.576
C 5.551 2.452 -1.828
H 7.806 -0.660 -4.345
H 8.180 -0.113 -6.055
H 6.661 0.141 -5.327
H 8.467 2.073 -5.374
H 9.307 1.233 -4.058
H 6.237 1.622 -1.657
H 4.735 2.101 -2.459
H 5.230 2.823 -0.854
C 2.355 1.877 1.893
C 3.713 1.624 1.216
O 4.490 0.837 2.064
C 5.703 0.534 1.686
O 6.079 0.852 0.607
O 6.351 -0.125 2.649
C 7.372 -0.984 2.310
H 1.814 2.570 1.250
H 2.503 2.321 2.877
H 1.826 0.927 1.975
H 4.265 2.537 0.996
H 3.538 1.172 0.239
H 8.237 -0.464 1.899
H 7.102 -1.922 1.826
H 7.760 -1.297 3.279
C -3.785 -6.650 4.952
C -4.745 -6.844 3.790
O -3.970 -7.315 2.694
C -3.299 -6.457 1.876
O -2.583 -6.800 0.898
O -3.579 -5.128 2.251
C -3.148 -4.042 1.475
H -4.447 -6.721 5.815
H -3.364 -5.647 4.881
H -3.025 -7.429 5.017
H -5.299 -5.924 3.598
H -5.463 -7.605 4.096
H -2.798 -3.228 2.110
H -3.883 -3.742 0.728
H -2.228 -4.334 0.970
C 6.729 0.557 -9.044
C 6.558 1.999 -8.542
O 5.592 1.927 -7.459
C 5.516 3.001 -6.613
O 6.258 3.993 -6.558
O 4.471 2.902 -5.823
C 3.716 1.723 -5.668
H 7.547 0.033 -8.551
H 7.008 0.648 -10.094
H 5.806 -0.020 -8.981
H 6.244 2.727 -9.290
H 7.526 2.305 -8.145
H 3.295 1.478 -6.643
H 2.932 1.777 -4.913
H 4.332 0.858 -5.423
C -4.246 -4.092 7.833
C -5.368 -4.036 6.795
O -4.726 -3.462 5.586
C -4.458 -2.132 5.492
O -4.653 -1.215 6.298
O -3.961 -1.965 4.273
C -3.541 -0.699 3.991
H -3.907 -3.077 8.037
H -3.395 -4.681 7.493
H -4.513 -4.512 8.803
H -6.161 -3.385 7.163
H -5.918 -4.973 6.704
H -2.810 -0.373 4.731
H -4.459 -0.112 4.000
H -3.149 -0.752 2.975
O 0.016 -4.530 6.143
C -0.438 -3.565 5.600
O -0.900 -2.441 6.154
C -0.688 -2.294 7.552
C -1.182 -0.892 7.979
C -0.690 -3.564 4.053
H 0.362 -2.385 7.830
H -1.345 -3.015 8.038
H -0.615 -0.080 7.522
H -1.151 -0.851 9.067
H -2.216 -0.710 7.687
H -1.091 -4.505 3.678
H 0.194 -3.208 3.525
H -1.481 -2.837 3.865
O -4.310 5.515 -1.872
C -4.589 4.294 -1.728
O -5.633 3.746 -1.144
C -6.501 4.621 -0.455
C -7.750 3.855 -0.039
C -3.649 3.176 -2.186
H -6.735 5.543 -0.988
H -6.082 4.961 0.492
H -7.442 3.050 0.628
H -8.324 3.388 -0.838
H -8.490 4.568 0.327
H -4.227 2.252 -2.154
H -2.856 3.174 -1.439
H -3.195 3.307 -3.169
O 2.074 -1.088 6.398
C 2.499 -0.309 5.540
O 1.766 0.614 4.890
C 0.383 0.645 5.074
C 0.059 1.942 5.799
C 3.960 -0.103 5.288
H -0.109 -0.244 5.469
H -0.104 0.625 4.099
H 0.820 2.209 6.532
H -0.988 1.958 6.103
H 0.212 2.778 5.117
H 4.255 -0.918 4.627
H 4.588 -0.098 6.179
H 4.191 0.790 4.707
O 1.090 0.052 -6.626
C 0.296 0.292 -5.654
O -0.009 -0.495 -4.611
C 0.517 -1.864 -4.420
C 1.904 -1.791 -3.692
C -0.338 1.565 -5.548
H 0.634 -2.439 -5.339
H -0.177 -2.426 -3.795
H 2.347 -2.764 -3.479
H 1.874 -1.223 -2.763
H 2.527 -1.366 -4.479
H -1.228 1.648 -6.171
H 0.371 2.277 -5.970
H -0.558 1.818 -4.511
*
```

Calculated values
* Kohn-Sham gap (spin up / spin down): 2.73 / 6.58 eV
* HOMO level (spin up / spin down): 0.025 / -0.117 Eh
* <S²>: 0.753

Number 1: F_max 0.20 eV/A. Number 2: F_max 5.79 eV/A.